1.
# C50H58N3O8P4PtSi2

A structure of composition C50H58N3O8P4PtSi2 at a distorted geometry (ωB97M-V with the def2-TZVPD basis set, the Open Molecules 2025 dataset).

Geometry (Å):
Pt: 0.38 0.47 0.75
O: 4.63 1.37 2.72
P: 4.03 1.90 1.35
O: 5.10 2.24 0.39
O: 2.84 1.07 0.94
O: 1.49 3.57 0.12
P: 1.88 3.75 1.64
O: 1.87 5.32 1.90
O: 3.39 3.40 1.87
O: 0.87 3.08 2.47
H: 5.60 1.37 2.67
H: 2.75 5.70 2.02
C: -2.45 -2.01 -5.85
C: -1.66 -2.29 -4.56
C: -1.15 -3.75 -4.57
C: -2.55 -2.10 -3.34
C: -3.86 -2.56 -3.31
C: -4.64 -2.47 -2.18
C: -4.11 -1.92 -1.02
C: -2.80 -1.46 -1.01
P: -2.08 -0.86 0.57
C: -3.52 0.17 1.09
C: -4.03 1.08 0.16
C: -5.08 1.92 0.47
C: -5.67 1.86 1.73
C: -5.20 0.94 2.65
C: -4.14 0.10 2.34
C: -2.23 -2.40 1.57
C: -2.29 -3.65 0.94
C: -2.40 -4.81 1.69
C: -2.45 -4.76 3.07
C: -2.36 -3.53 3.71
C: -2.24 -2.37 2.96
C: -2.04 -1.55 -2.17
O: -0.77 -1.04 -2.08
C: -0.07 -0.82 -3.23
C: 1.05 -0.01 -3.11
C: 1.85 0.20 -4.23
C: 1.50 -0.35 -5.45
C: 0.35 -1.12 -5.55
C: -0.46 -1.37 -4.45
P: 1.60 0.73 -1.50
C: 3.31 0.08 -1.63
C: 3.52 -1.23 -1.22
C: 4.78 -1.80 -1.33
C: 5.83 -1.06 -1.86
C: 5.60 0.24 -2.30
C: 4.35 0.82 -2.18
C: 1.75 2.50 -2.02
C: 2.36 3.50 -1.07
C: 2.49 4.88 -1.60
C: 1.96 5.25 -2.79
C: 1.28 4.31 -3.58
C: 1.19 2.96 -3.18
H: -3.28 -2.71 -5.96
H: -1.82 -2.14 -6.72
H: -2.84 -0.99 -5.85
H: -1.99 -4.44 -4.60
H: -0.57 -3.95 -3.67
H: -0.52 -3.92 -5.44
H: -4.28 -3.02 -4.20
H: -5.66 -2.83 -2.19
H: -4.71 -1.86 -0.12
H: -3.61 1.11 -0.84
H: -5.44 2.62 -0.27
H: -6.49 2.52 1.97
H: -5.67 0.86 3.62
H: -3.82 -0.61 3.08
H: -2.24 -3.72 -0.14
H: -2.46 -5.77 1.18
H: -2.54 -5.67 3.65
H: -2.38 -3.47 4.79
H: -2.12 -1.43 3.50
H: 2.74 0.80 -4.15
H: 2.12 -0.18 -6.32
H: 0.10 -1.55 -6.51
H: 2.70 -1.79 -0.79
H: 4.94 -2.81 -0.99
H: 6.82 -1.48 -1.93
H: 6.42 0.82 -2.71
H: 4.20 1.84 -2.50
H: 3.35 3.16 -0.74
H: 2.98 5.61 -0.96
H: 2.05 6.27 -3.13
H: 0.83 4.61 -4.52
H: 0.67 2.28 -3.84
N: -2.49 5.12 1.36
C: -2.09 4.16 0.49
C: -1.56 2.94 0.95
N: -1.16 2.02 0.10
C: -1.34 2.23 -1.21
C: -1.90 3.41 -1.64
N: -2.26 4.38 -0.81
H: -2.16 5.08 2.31
H: -2.73 6.02 0.99
H: -1.45 2.75 2.01
H: -1.05 1.44 -1.89
H: -2.06 3.60 -2.70
C: 1.19 -3.03 0.61
Si: 1.79 -2.25 2.25
C: 3.63 -1.91 2.28
C: 1.45 -3.62 3.52
C: 0.64 -0.78 2.61
Si: 0.70 0.23 4.21
C: 2.22 1.12 4.86
C: -0.96 1.13 4.45
C: 0.54 -1.18 5.51
H: 2.01 -3.53 0.09
H: 0.75 -2.29 -0.06
H: 0.43 -3.78 0.83
H: 4.19 -2.82 2.09
H: 3.93 -1.52 3.26
H: 3.90 -1.17 1.54
H: 1.74 -4.58 3.10
H: 0.39 -3.67 3.78
H: 2.02 -3.48 4.44
H: -0.35 -1.23 2.62
H: 2.66 1.80 4.15
H: 2.98 0.39 5.15
H: 1.95 1.69 5.75
H: -1.55 1.15 3.52
H: -0.80 2.17 4.75
H: -1.56 0.65 5.22
H: 1.49 -1.71 5.64
H: -0.24 -1.90 5.26
H: 0.29 -0.71 6.47

Summary:
- Highest occupied orbital energy (alpha / beta): -10.1 / -11.0 eV
- Gap between HOMO and LUMO (alpha / beta): 0.2851 / 0.2084 Eh
- Multiplicity: 5
- E_tot: -4770.05701 Eh
- Net charge: +1

=====

2.
# C50H59AsBrN3O14P4PbS

A structure of composition C50H59AsBrN3O14P4PbS (ωB97M-V with the def2-TZVPD basis set, the Open Molecules 2025 dataset).

Geometry (Å):
Pb: -0.37 -1.52 0.39
C: -5.46 1.86 -4.07
C: -5.70 0.91 -2.90
C: -6.77 -0.12 -3.21
O: -4.49 0.18 -2.63
P: -3.45 0.57 -1.48
O: -2.49 -0.52 -1.25
C: -2.73 2.15 -1.94
P: -1.13 2.47 -1.15
O: -0.19 1.36 -1.22
O: -1.40 2.90 0.35
C: -2.11 4.04 0.82
C: -1.10 4.92 1.53
C: -3.20 3.55 1.75
O: -0.75 3.82 -1.92
C: 0.56 4.45 -1.95
C: 0.91 4.65 -3.41
C: 1.64 3.70 -1.20
O: -4.33 1.02 -0.24
C: -4.88 0.00 0.65
C: -6.20 0.55 1.16
C: -3.90 -0.30 1.75
H: -6.38 2.41 -4.29
H: -5.17 1.29 -4.95
H: -4.67 2.58 -3.85
H: -5.98 1.48 -2.01
H: -6.45 -0.74 -4.05
H: -7.71 0.38 -3.47
H: -6.94 -0.77 -2.35
H: -3.43 2.96 -1.73
H: -2.51 2.11 -3.01
H: -2.53 4.58 -0.03
H: -0.61 4.34 2.32
H: -1.59 5.79 1.97
H: -0.33 5.27 0.84
H: -2.74 2.92 2.52
H: -3.93 2.95 1.20
H: -3.71 4.39 2.22
H: 0.41 5.43 -1.48
H: 1.06 3.68 -3.89
H: 1.84 5.23 -3.50
H: 0.12 5.18 -3.94
H: 1.86 2.73 -1.66
H: 1.35 3.50 -0.16
H: 2.54 4.31 -1.20
H: -5.07 -0.90 0.05
H: -6.02 1.42 1.79
H: -6.70 -0.22 1.76
H: -6.85 0.83 0.34
H: -3.56 0.62 2.23
H: -3.02 -0.81 1.37
H: -4.36 -0.95 2.49
O: 1.31 -4.30 -3.63
As: -0.19 -3.72 -2.89
O: -1.44 -4.62 -3.45
O: 0.04 -3.63 -1.24
C: -0.34 -1.95 -3.74
C: -1.38 -1.90 -4.67
C: -1.57 -0.79 -5.48
C: -0.71 0.29 -5.37
C: 0.33 0.25 -4.46
C: 0.51 -0.85 -3.64
S: 1.98 -0.84 -2.60
O: 2.68 -2.05 -3.00
O: 2.68 0.39 -2.94
O: 1.58 -0.85 -1.18
H: 1.99 -3.64 -3.38
H: -2.03 -2.76 -4.73
H: -2.38 -0.78 -6.19
H: -0.83 1.16 -6.01
H: 1.03 1.07 -4.35
N: 3.08 -0.53 1.95
P: 3.01 0.98 1.06
C: 4.82 1.13 0.69
C: 5.81 1.11 1.68
C: 7.15 1.18 1.34
C: 7.52 1.28 0.00
C: 6.55 1.30 -0.98
C: 5.20 1.22 -0.64
C: 2.96 2.16 2.47
C: 2.33 1.92 3.69
C: 2.24 2.92 4.65
C: 2.77 4.17 4.41
C: 3.39 4.43 3.19
C: 3.47 3.44 2.24
P: 2.33 -2.00 1.41
C: 2.66 -3.00 2.92
C: 1.75 -4.00 3.25
C: 1.99 -4.81 4.35
C: 3.13 -4.64 5.12
C: 4.04 -3.64 4.78
C: 3.81 -2.83 3.69
C: 3.59 -2.70 0.29
C: 3.20 -3.75 -0.53
C: 4.13 -4.36 -1.37
C: 5.44 -3.90 -1.39
C: 5.82 -2.84 -0.58
C: 4.90 -2.24 0.26
H: 2.75 -0.38 2.89
H: 5.51 1.02 2.72
H: 7.90 1.14 2.12
H: 8.57 1.33 -0.26
H: 6.84 1.36 -2.03
H: 4.44 1.19 -1.41
H: 1.86 0.97 3.90
H: 1.74 2.71 5.59
H: 2.69 4.95 5.16
H: 3.80 5.41 2.98
H: 3.96 3.65 1.29
H: 0.83 -4.12 2.69
H: 1.25 -5.56 4.61
H: 3.31 -5.27 5.98
H: 4.93 -3.50 5.38
H: 4.53 -2.06 3.42
H: 2.16 -4.06 -0.56
H: 3.81 -5.15 -2.02
H: 6.16 -4.36 -2.07
H: 6.84 -2.48 -0.62
H: 5.20 -1.42 0.89
N: -0.64 1.34 2.68
C: -0.28 0.52 1.94
Br: -5.23 -4.43 -1.28
C: -4.76 -4.21 0.54
C: -5.77 -4.22 1.49
N: -5.52 -4.10 2.79
C: -4.25 -3.98 3.16
C: -3.18 -3.92 2.27
C: -3.44 -4.03 0.92
C: -1.77 -3.76 2.83
O: -1.41 -4.63 3.62
O: -1.10 -2.75 2.46
H: -6.80 -4.34 1.19
H: -4.06 -3.92 4.22
H: -2.64 -4.02 0.18

Summary:
- Highest occupied orbital energy: -3.3 eV
- Gap between HOMO and LUMO: 0.2517 Eh
- Energy relative to the best compared isomer or geometry (same formula, charge and spin): 0.0 kcal/mol
- Multiplicity: 1
- E_tot: -9925.00200 Eh
- Net charge: -2

=====

3.
# C50H59BIN4OReS

A structure of composition C50H59BIN4OReS (ωB97M-V with the def2-TZVPD basis set, the Open Molecules 2025 dataset).

Geometry (Å):
Re: 0.32 0.24 0.32
C: 3.02 -0.12 -1.12
N: 2.49 0.47 0.13
C: 2.92 1.89 0.16
C: 3.08 -0.21 1.32
C: 2.21 0.06 2.51
C: 2.69 0.08 3.82
C: 1.81 0.25 4.87
C: 0.45 0.42 4.63
C: -0.04 0.42 3.34
C: 0.85 0.25 2.27
H: 4.10 0.00 -1.15
H: 2.59 0.41 -1.97
H: 2.76 -1.18 -1.17
H: 4.01 1.93 0.07
H: 2.61 2.35 1.09
H: 2.47 2.41 -0.68
H: 4.11 0.13 1.46
H: 3.09 -1.28 1.11
H: 3.75 -0.05 4.01
H: 2.18 0.26 5.89
H: -0.24 0.55 5.46
H: -1.10 0.58 3.16
I: -3.89 -3.91 1.27
C: -3.41 -2.03 0.55
C: -4.33 -1.27 -0.18
C: -3.95 -0.01 -0.61
C: -2.68 0.44 -0.33
N: -1.77 -0.31 0.31
C: -2.15 -1.52 0.76
H: -5.32 -1.66 -0.39
H: -4.64 0.63 -1.14
H: -2.36 1.44 -0.60
H: -1.39 -2.09 1.28
C: -4.25 3.19 1.08
C: -3.78 2.68 2.44
C: -4.02 1.18 2.65
C: -2.38 3.06 2.94
C: -2.32 3.11 4.34
C: -1.17 3.43 5.03
C: -0.04 3.76 4.31
C: -0.04 3.73 2.93
C: 1.17 4.30 2.21
C: 2.50 3.99 2.90
C: 1.00 5.82 2.05
C: -1.19 3.32 2.23
N: -1.08 3.28 0.78
B: -0.23 2.44 -0.07
N: -0.17 3.21 -1.32
C: -0.97 4.34 -1.19
C: -1.48 4.40 0.05
C: 0.60 2.97 -2.51
C: 0.18 1.91 -3.33
C: 0.94 1.53 -4.43
C: 2.09 2.22 -4.76
C: 2.43 3.34 -4.02
C: 1.71 3.77 -2.90
C: 2.28 5.07 -2.30
C: 3.12 4.87 -1.04
C: 1.33 6.25 -2.11
C: -1.14 1.20 -3.11
C: -0.96 -0.29 -2.87
C: -2.10 1.44 -4.28
H: -5.29 2.91 0.95
H: -3.68 2.81 0.24
H: -4.19 4.28 1.03
H: -4.44 3.18 3.15
H: -3.24 0.58 2.18
H: -4.01 0.94 3.71
H: -4.98 0.88 2.24
H: -3.23 2.91 4.89
H: -1.17 3.46 6.11
H: 0.85 4.07 4.84
H: 1.19 3.86 1.21
H: 2.63 4.60 3.79
H: 3.33 4.24 2.23
H: 2.58 2.94 3.19
H: 0.91 6.28 3.03
H: 0.10 6.06 1.48
H: 1.86 6.25 1.54
H: -1.13 5.02 -2.01
H: -2.09 5.18 0.48
H: 0.61 0.71 -5.05
H: 2.68 1.94 -5.62
H: 3.29 3.92 -4.32
H: 2.98 5.40 -3.07
H: 2.51 4.56 -0.20
H: 3.61 5.81 -0.78
H: 3.91 4.12 -1.20
H: 0.75 6.17 -1.19
H: 0.65 6.37 -2.95
H: 1.93 7.16 -2.04
H: -1.60 1.65 -2.23
H: -0.52 -0.78 -3.74
H: -1.90 -0.79 -2.65
H: -0.27 -0.51 -2.04
H: -1.71 1.00 -5.21
H: -2.25 2.51 -4.46
H: -3.07 0.98 -4.08
C: 3.82 -8.05 -1.99
C: 3.08 -9.22 -1.40
O: 3.43 -10.36 -1.53
S: 1.57 -8.96 -0.44
C: 1.40 -7.20 -0.33
C: 2.14 -6.47 0.59
C: 1.98 -5.10 0.69
C: 1.06 -4.44 -0.13
C: 0.31 -5.17 -1.04
C: 0.48 -6.54 -1.14
C: 0.89 -3.02 -0.02
C: 0.72 -1.82 0.10
H: 4.21 -8.36 -2.95
H: 4.67 -7.83 -1.34
H: 3.22 -7.16 -2.09
H: 2.84 -6.98 1.24
H: 2.55 -4.53 1.42
H: -0.41 -4.66 -1.67
H: -0.11 -7.11 -1.85

Summary:
- Highest occupied orbital energy (alpha / beta): -10.2 / -10.2 eV
- Gap between HOMO and LUMO (alpha / beta): 0.2629 / 0.2328 Eh
- Energy relative to the best compared isomer or geometry (same formula, charge and spin): 25.7 kcal/mol
- Multiplicity: 4
- E_tot: -3033.73037 Eh
- Net charge: +1